Computed, not measured: C26H29CoN5O5S3 as an isolated structure, with ωB97M-V with the def2-TZVPD basis set.

Summary:
Relative energy (zero: lowest compared OMol25 entry of this formula, charge and spin) (eV): 0.000
Gap between HOMO and LUMO (alpha / beta) (eV): 7.99 / 5.56
2S+1: 5
LUMO energy (alpha / beta) (eV): -2.35 / -4.78
Charge: +1

Cartesian coordinates (Å):
Co1 -0.91291 -0.00421 0.61379
N1 -2.98720 0.82290 0.46682
C1 -3.59275 0.87532 1.80000
C2 -2.83960 -0.07073 2.73244
O1 -3.29742 -0.50751 3.75231
O2 -1.61034 -0.33925 2.31265
H1 -3.03210 1.71912 -0.00419
H2 -3.47093 0.17081 -0.14598
H3 -4.65511 0.63769 1.80484
H4 -3.47289 1.87896 2.21098
N2 0.26847 -2.09362 -7.50102
C3 -0.29653 -1.75099 -6.31241
C4 -1.57971 -1.18424 -6.26697
C5 -2.14880 -0.83431 -5.06170
C6 -1.45049 -1.05218 -3.87866
C7 -0.17930 -1.60988 -3.90579
C8 0.39722 -1.95137 -5.10852
S1 -2.23837 -0.68118 -2.37010
O3 -2.67075 -1.88492 -1.70613
O4 -3.23730 0.33389 -2.58909
N3 -1.07664 -0.06872 -1.38306
C9 -0.62813 1.20173 -1.62218
N4 -0.25888 1.76396 -0.44899
C10 0.17462 3.01950 -0.46760
C11 0.25195 3.72171 -1.65602
C12 -0.13827 3.04429 -2.80697
N5 -0.57826 1.79142 -2.80658
H5 -0.22077 -1.95016 -8.36392
H6 1.17953 -2.50808 -7.54253
H7 -2.12299 -1.01584 -7.18796
H8 -3.12983 -0.38116 -5.03165
H9 0.36880 -1.75909 -2.98427
H10 1.39352 -2.37454 -5.13008
H11 0.46075 3.45706 0.48165
H12 0.59642 4.74330 -1.68848
H13 -0.09662 3.53225 -3.77424
C13 -2.39674 -3.29432 1.06644
S2 -0.76468 -2.55498 0.93484
C14 -0.08813 -3.41719 -0.48763
H14 -2.27257 -4.36512 1.22025
H15 -2.97756 -3.10170 0.16958
H16 -2.86749 -2.86844 1.95079
H17 -0.72440 -3.28531 -1.35644
H18 0.00616 -4.47425 -0.24341
H19 0.90328 -3.00395 -0.66544
O5 1.05034 -0.24461 1.06185
S3 1.71402 -0.63348 2.38350
C15 0.98102 0.42099 3.60449
C16 0.46051 -0.18345 4.73477
C17 -0.18370 0.60717 5.67852
C18 -0.30430 1.97028 5.47027
C19 0.22230 2.56374 4.32537
C20 0.87307 1.78867 3.38459
C21 3.33324 0.09847 2.25473
C22 3.63336 0.97101 1.22261
C23 4.90301 1.52806 1.17415
C24 5.84249 1.21040 2.14389
C25 5.52751 0.32331 3.16459
C26 4.26583 -0.24725 3.22171
H20 0.52568 -1.25611 4.86280
H21 -0.60770 0.15151 6.56221
H22 -0.81450 2.58123 6.20280
H23 0.12975 3.63167 4.17868
H24 1.29818 2.22942 2.49040
H25 2.89101 1.18582 0.46567
H26 5.16151 2.20769 0.37331
H27 6.83059 1.64797 2.09960
H28 6.26685 0.06843 3.91140
H29 4.01364 -0.94761 4.00873

Atomic forces in eV per Å
-0.5 -0.5 -0.1
0.0 -0.1 0.1
0.1 0.0 0.1
-0.1 0.0 0.0
0.0 0.1 0.0
0.2 0.3 0.0
0.1 0.0 0.0
-0.1 0.0 0.1
0.0 0.0 0.0
0.0 0.0 0.0
0.0 0.0 -0.1
-0.1 0.0 0.1
0.0 0.0 0.0
0.1 0.0 0.0
-0.1 0.0 0.0
0.0 0.0 0.0
0.0 0.0 0.0
-0.2 0.0 0.0
0.1 -0.1 0.1
0.0 0.0 0.0
0.3 -0.1 -0.2
0.1 0.3 0.2
-0.2 0.1 0.0
0.1 0.0 -0.1
0.0 -0.1 0.1
0.0 0.0 0.0
0.0 0.0 0.0
0.0 0.0 0.0
0.0 0.0 0.0
0.0 0.0 0.0
0.0 0.0 0.0
0.0 0.0 0.0
0.0 0.0 0.0
0.0 0.0 0.0
0.0 0.0 0.0
0.0 0.0 0.0
0.0 0.0 0.0
0.0 0.0 -0.1
0.0 0.0 0.0
0.0 0.0 0.0
0.0 0.0 0.0
0.0 0.0 0.0
-0.1 0.0 0.0
0.0 0.0 0.0
0.0 0.0 0.0
0.1 0.2 -0.2
0.0 -0.1 0.1
0.1 0.0 0.1
-0.1 0.0 0.0
0.0 0.0 0.0
0.0 0.0 0.0
0.0 0.0 0.0
0.0 0.0 0.0
0.0 0.0 0.0
0.0 0.0 0.0
0.0 0.0 0.0
0.0 0.0 0.0
0.0 0.0 0.0
0.0 0.0 0.0
0.0 0.0 0.0
0.0 0.0 0.0
0.0 0.0 0.0
0.0 0.0 0.0
0.0 0.0 0.0
0.0 0.0 0.0
0.0 0.0 0.0
0.0 0.0 0.0
0.0 0.0 0.0
0.0 0.0 0.0

=====

Computed, not measured: C26H29F6N2O7S4Zr as an isolated structure, with ωB97M-V with the def2-TZVPD basis set.

Summary:
Relative energy (zero: lowest compared OMol25 entry of this formula, charge and spin) (eV): 0.260
Gap between HOMO and LUMO (eV): 8.67
LUMO energy (eV): -8.58
Charge: +3

Cartesian coordinates (Å):
Zr1 -0.63606 0.19634 0.62460
F1 -0.64834 -3.62309 1.20924
C1 -1.87673 -3.80512 1.68636
F2 -2.43750 -4.84570 1.12634
F3 -1.84923 -3.90804 2.99377
S1 -2.89162 -2.29971 1.26035
O1 -1.97933 -1.13862 1.58821
O2 -4.10618 -2.34277 1.96802
N1 -3.04835 -2.36101 -0.33023
S2 -2.16202 -1.39418 -1.14392
O3 -0.69964 -1.51962 -0.86918
O4 -2.40367 0.04904 -0.91430
C2 -2.56825 -1.90986 -2.90065
F4 -2.18197 -3.15356 -3.03021
F5 -1.88303 -1.11269 -3.69408
F6 -3.85214 -1.76594 -3.06939
O5 0.28433 0.92954 2.51253
C3 0.04614 2.08081 3.41122
C4 -1.03428 1.75429 4.41122
C5 -2.26156 1.11297 3.75289
C6 -2.77476 1.90432 2.58059
C7 -3.81193 2.80325 2.78368
C8 -4.26967 3.60047 1.75103
C9 -3.66559 3.48593 0.50755
C10 -2.65048 2.57286 0.35803
N2 -2.19541 1.78040 1.35618
H1 1.02770 0.38408 2.80462
H2 -0.23565 2.89574 2.74883
H3 0.99767 2.32182 3.87948
H4 -1.30486 2.68755 4.91066
H5 -0.65460 1.08436 5.18411
H6 -3.05714 1.04042 4.49264
H7 -2.03088 0.09338 3.46076
H8 -4.25893 2.86830 3.76634
H9 -5.08212 4.29638 1.91351
H10 -3.97986 4.08233 -0.33665
H11 -2.18942 2.44891 -0.61172
O6 1.17724 -0.75961 0.88369
S3 2.21183 -1.32350 -0.18099
C11 3.67641 -0.37434 0.26121
C12 3.39622 1.11973 0.13712
C13 3.16878 1.60180 -1.30085
C14 2.37696 2.90380 -1.36726
S4 0.57991 2.75884 -1.53142
O7 0.20880 1.56844 -0.56464
C15 0.36032 2.14267 -3.15664
C16 -0.04598 3.10532 -4.07685
C17 -0.13952 2.75055 -5.41482
C18 0.15365 1.45243 -5.80605
C19 0.53127 0.49430 -4.86811
C20 0.63785 0.82974 -3.53066
C21 2.58052 -2.95376 0.31560
C22 2.37502 -3.92974 -0.65696
C23 2.66168 -5.25012 -0.34514
C24 3.12706 -5.57247 0.92165
C25 3.31328 -4.58663 1.88998
C26 3.04618 -3.26434 1.59330
H12 4.44700 -0.72508 -0.43094
H13 3.96837 -0.65885 1.27179
H14 4.24791 1.64783 0.56918
H15 2.53874 1.36868 0.76587
H16 2.68113 0.83861 -1.91107
H17 4.13196 1.77883 -1.78115
H18 2.61979 3.50411 -2.24859
H19 2.53135 3.53910 -0.49250
H20 -0.27853 4.11562 -3.76083
H21 -0.44523 3.48589 -6.14601
H22 0.08060 1.17860 -6.85005
H23 0.74456 -0.51722 -5.18681
H24 0.91419 0.08157 -2.79800
H25 2.00631 -3.66351 -1.63979
H26 2.52271 -6.02359 -1.08759
H27 3.35057 -6.60313 1.16314
H28 3.67577 -4.85446 2.87289
H29 3.19068 -2.49969 2.34590

Atomic forces in eV per Å
-0.1 0.6 0.1
0.0 0.0 0.0
0.0 0.0 -0.1
0.0 0.0 0.0
0.0 0.0 0.0
-0.1 0.2 -0.1
0.1 -0.6 0.1
0.0 0.0 0.0
0.2 0.1 0.2
-0.1 0.0 0.1
0.0 -0.1 -0.2
-0.1 -0.1 -0.1
0.0 0.1 0.0
0.0 0.0 0.0
0.0 0.0 0.0
0.0 0.0 0.0
-0.1 0.0 -0.2
0.0 0.0 0.0
0.0 0.0 0.0
0.0 0.0 0.0
0.0 0.0 0.0
0.0 0.0 0.0
0.0 0.0 0.0
0.0 0.0 0.0
0.0 0.0 0.0
0.0 0.1 0.1
0.0 0.0 0.1
0.0 0.0 0.0
0.0 0.0 0.0
0.0 0.0 0.0
0.0 0.0 0.0
0.0 0.0 0.0
0.0 0.0 0.0
0.0 0.0 0.0
0.0 0.0 0.0
0.0 0.0 0.0
0.0 0.0 0.0
0.1 -0.1 0.0
-0.1 0.0 0.1
0.0 0.0 0.0
0.0 0.0 0.0
0.0 0.0 0.0
0.0 0.0 0.0
0.0 0.0 0.1
0.1 0.0 -0.1
0.0 0.0 0.0
0.0 0.0 0.0
0.0 0.0 0.0
0.0 0.0 0.0
0.0 0.0 0.0
0.0 0.0 0.0
0.0 0.0 0.0
0.0 0.0 0.0
0.0 0.0 0.0
0.0 0.0 0.0
0.0 0.0 0.0
0.0 0.0 0.0
0.0 0.0 0.0
0.0 0.0 0.0
0.0 0.0 0.0
0.0 0.0 0.0
0.0 0.0 0.0
0.0 0.0 0.0
0.0 0.0 0.0
0.0 0.0 0.0
0.0 0.0 0.0
0.0 0.0 0.0
0.0 0.0 0.0
0.0 0.0 0.0
0.0 0.0 0.0
0.0 0.0 0.0
0.0 0.0 0.0
0.0 0.0 0.0
0.0 0.0 0.0
0.0 0.0 0.0

=====

Computed, not measured: a 4-piece molecular cluster, C26H29FN4O12S overall, with ωB97M-V with the def2-TZVPD basis set.

Summary:
SMILES string: CC(=O)OCN(CCCCOC=O)S(=O)(=O)F.O=[N+]([O-])c1ccccc1.O=[N+]([O-])c1ccccc1.O=[N+]([O-])c1ccccc1
Gap between HOMO and LUMO (eV): 9.19
LUMO energy (eV): -0.85
Charge: 0

Cartesian coordinates (Å):
C1 3.01328 1.04969 2.72969
C2 2.21455 2.18763 3.29967
O1 1.34853 1.97842 4.12333
O2 2.51052 3.47718 2.91915
C3 2.16468 3.76497 1.57423
N1 0.87798 4.41505 1.40786
C4 -0.28821 3.55155 1.70218
C5 -0.32106 2.29919 0.85490
C6 -1.63278 1.50144 0.95928
C7 -2.36723 1.61751 2.28055
O3 -2.99586 0.33684 2.53374
C8 -3.79784 0.43840 3.63457
O4 -3.62667 -0.23118 4.62251
S1 0.81648 5.82221 2.26229
O5 0.55776 5.63610 3.64023
O6 1.93918 6.61329 1.92708
F1 -0.46033 6.40798 1.62886
H1 3.80343 1.34120 2.04918
H2 3.45788 0.54408 3.57716
H3 2.35657 0.32571 2.26969
H4 2.91194 4.44981 1.19944
H5 2.24689 2.86985 0.97065
H6 -0.36764 3.35839 2.76500
H7 -1.17420 4.13169 1.45398
H8 -0.14766 2.56174 -0.18182
H9 0.49630 1.64126 1.13377
H10 -1.37668 0.45474 0.84680
H11 -2.26059 1.73492 0.11134
H12 -3.18008 2.33233 2.15994
H13 -1.73346 1.86638 3.12242
H14 -4.62388 1.15397 3.52986
O7 -2.87335 -0.18933 -1.66279
N2 -2.96302 -1.36096 -1.96372
O8 -2.23846 -1.92289 -2.75773
C9 -4.02017 -2.15213 -1.32154
C10 -4.87807 -1.53507 -0.43014
C11 -5.88315 -2.28469 0.15782
C12 -6.01596 -3.63328 -0.14670
C13 -5.13988 -4.23657 -1.03738
C14 -4.13487 -3.49386 -1.63106
H15 -4.77104 -0.48750 -0.19290
H16 -6.56482 -1.81658 0.85405
H17 -6.80389 -4.21530 0.31192
H18 -5.24102 -5.28543 -1.27076
H19 -3.45406 -3.96139 -2.32638
O9 -3.50678 -8.43908 0.23935
N3 -3.01692 -7.39842 -0.14078
O10 -3.35671 -6.29554 0.23407
C15 -1.93730 -7.46974 -1.13552
C16 -1.54667 -8.70387 -1.61949
C17 -0.54387 -8.76178 -2.57308
C18 0.05493 -7.59361 -3.02566
C19 -0.34386 -6.36306 -2.52145
C20 -1.34738 -6.29682 -1.56950
H20 -2.01416 -9.61032 -1.26573
H21 -0.23089 -9.71896 -2.96575
H22 0.83441 -7.64234 -3.77420
H23 0.12488 -5.45424 -2.87199
H24 -1.66063 -5.34088 -1.17646
O11 3.86204 2.19397 -1.67613
N4 4.74688 2.73988 -1.05347
O12 5.04165 2.47260 0.09413
C21 5.50602 3.80139 -1.72472
C22 5.16787 4.15394 -3.01808
C23 5.87211 5.17092 -3.63969
C24 6.90110 5.81648 -2.96721
C25 7.23237 5.44303 -1.67183
C26 6.53159 4.42863 -1.04193
H25 4.36719 3.65026 -3.53825
H26 5.61645 5.46247 -4.64852
H27 7.44580 6.61429 -3.45396
H28 8.03510 5.94522 -1.15085
H29 6.78478 4.13827 -0.03349

Atomic forces in eV per Å
0.4 0.3 0.0
-1.4 -0.5 1.3
1.0 0.4 -0.9
-0.2 -0.5 0.0
1.0 0.6 -0.4
-0.3 -0.6 0.3
-0.8 0.4 -0.3
0.2 -0.2 0.2
0.7 -0.1 0.1
-0.8 -0.3 -0.9
0.0 0.3 0.7
0.5 -1.3 1.0
-0.4 0.7 -1.2
1.4 -0.2 1.0
-0.9 -0.2 0.1
0.0 0.3 -0.8
-0.4 0.3 -0.4
0.0 0.1 -0.2
0.1 -0.1 0.2
-0.3 -0.1 -0.2
0.2 0.2 0.0
-0.4 -0.2 -0.2
0.3 -0.2 0.2
-0.1 0.2 -0.1
0.0 0.1 -0.3
0.2 -0.1 0.1
0.0 -0.3 -0.1
-0.4 0.1 0.0
0.0 0.5 0.4
0.1 0.0 0.1
0.0 0.2 0.0
0.0 0.2 0.0
0.0 -0.1 0.0
0.1 -0.1 -0.1
-0.2 -0.1 0.1
-0.1 0.2 0.1
0.0 -0.1 0.0
0.0 0.0 0.0
-0.1 0.1 0.0
0.1 -0.2 -0.1
0.1 0.0 -0.1
0.0 0.0 0.0
0.0 0.0 0.0
0.0 0.0 0.0
0.1 0.1 0.0
-0.1 -0.2 0.0
0.1 0.0 0.0
0.0 0.1 0.1
0.2 0.0 -0.2
0.0 -0.3 0.0
0.0 0.1 0.0
0.0 0.0 0.0
0.0 -0.1 0.0
0.0 0.2 0.0
-0.1 0.1 0.1
0.0 0.0 0.0
0.0 0.0 0.0
0.0 0.0 0.0
-0.1 -0.1 0.1
-0.2 -0.1 -0.1
0.0 0.0 -0.1
0.0 0.0 0.2
0.1 0.2 -0.1
-0.1 0.0 -0.2
0.1 0.0 0.1
0.0 0.0 0.0
0.0 0.0 -0.1
0.1 0.0 0.2
0.0 -0.1 0.1
0.0 0.0 0.0
0.0 0.0 0.0
0.0 0.0 0.0
-0.1 -0.1 0.0

=====

Computed, not measured: C26H29N2NiO3Si as an isolated structure, with ωB97M-V with the def2-TZVPD basis set.

Summary:
Gap between HOMO and LUMO (eV): 8.28
LUMO energy (eV): 2.42
Charge: -1

Cartesian coordinates (Å):
Ni1 -1.45431 1.20222 0.21496
N1 -3.27164 1.91591 0.31928
C1 -4.33497 1.24579 -0.44984
C2 -4.43512 -0.21250 -0.04730
C3 -3.26710 -1.01172 -0.62040
O1 -3.49449 -2.05219 -1.22228
O2 -2.11076 -0.48693 -0.42583
H1 -3.48707 1.86491 1.31027
H2 -3.20169 2.89850 0.08181
H3 -4.07532 1.31967 -1.50696
H4 -5.29026 1.75778 -0.30288
H5 -5.36758 -0.64847 -0.40113
H6 -4.40961 -0.29124 1.04600
C4 3.73273 -1.70995 -0.26791
C5 2.84694 -0.48172 -0.04299
C6 3.25214 0.60261 -1.04796
C7 3.05867 0.03649 1.38457
Si1 0.97904 -0.81245 -0.25561
O3 0.23261 0.56525 0.09472
C8 0.46298 -2.20309 0.92553
C9 0.96226 -3.50945 0.89456
C10 0.51864 -4.48276 1.78109
C11 -0.44619 -4.17040 2.72814
C12 -0.96330 -2.88352 2.77681
C13 -0.51293 -1.91745 1.88601
C14 0.66264 -1.38512 -2.03223
C15 -0.17586 -0.61184 -2.84050
C16 -0.48671 -0.99235 -4.13938
C17 0.03933 -2.16300 -4.66678
C18 0.87608 -2.94879 -3.88673
C19 1.17842 -2.56126 -2.58755
H7 4.78819 -1.44293 -0.12415
H8 3.63193 -2.10104 -1.28327
H9 3.50110 -2.51138 0.43680
H10 4.31278 0.85987 -0.92705
H11 2.66523 1.51085 -0.90492
H12 3.10016 0.26819 -2.07823
H13 4.11040 0.31056 1.54233
H14 2.79371 -0.72389 2.12535
H15 2.43917 0.91568 1.57587
H16 1.70681 -3.78761 0.15792
H17 0.92079 -5.48805 1.72840
H18 -0.79814 -4.92749 3.41923
H19 -1.72519 -2.63459 3.50684
H20 -0.92846 -0.91785 1.92066
H21 -0.60292 0.29338 -2.42800
H22 -1.15392 -0.38225 -4.73736
H23 -0.21108 -2.46810 -5.67620
H24 1.28607 -3.86870 -4.28801
H25 1.82263 -3.20203 -1.99627
N2 1.37959 7.43551 2.81472
C20 0.93205 6.45438 2.41210
C21 0.36166 5.23049 1.90394
C22 -0.89517 4.82167 2.33154
C23 -1.44281 3.64917 1.82605
C24 -0.77906 2.84545 0.89095
C25 0.48696 3.29087 0.48580
C26 1.05494 4.45472 0.97366
H26 -1.43451 5.42077 3.05511
H27 -2.41888 3.36535 2.20809
H28 1.03832 2.68893 -0.21993
H29 2.04006 4.76712 0.64852

Atomic forces in eV per Å
-0.7 0.1 0.1
0.1 -0.1 0.0
0.0 0.0 0.0
-0.1 0.0 0.0
0.2 0.1 0.0
0.0 0.0 0.1
0.0 -0.3 -0.2
-0.1 0.0 0.0
0.0 0.0 0.0
0.0 0.0 0.0
0.0 0.0 0.0
0.0 0.0 0.0
-0.1 0.0 0.0
0.0 0.0 0.0
0.0 0.0 0.0
0.0 0.0 0.0
0.0 0.0 0.0
-0.3 0.1 0.0
0.7 -0.3 -0.1
-0.1 -0.1 0.1
0.0 0.1 0.0
0.0 0.0 0.0
0.0 0.0 0.0
0.0 0.0 0.0
0.1 -0.1 0.0
-0.1 0.0 -0.1
0.1 0.0 0.0
0.0 0.0 0.0
0.0 0.0 0.0
0.0 0.0 0.0
0.0 0.1 0.0
0.0 0.0 0.0
0.0 0.0 0.0
0.0 0.0 0.0
0.0 0.0 0.0
0.0 0.0 0.0
0.0 0.0 0.0
0.0 0.0 0.0
0.0 0.0 0.0
0.0 0.0 0.0
0.0 0.0 0.0
0.0 0.0 0.0
0.0 0.0 0.0
0.0 0.0 0.0
0.0 0.0 0.0
0.0 0.0 0.0
0.0 0.0 0.0
0.0 0.0 0.0
0.0 0.0 0.0
0.0 0.0 0.0
0.0 0.0 0.0
-0.1 -0.2 -0.1
0.1 0.2 0.1
-0.1 0.0 0.0
0.1 0.1 0.0
0.1 -0.1 0.0
0.1 0.2 0.0
0.0 -0.1 -0.1
0.0 0.0 0.0
0.0 0.0 0.1
0.0 0.0 0.0
0.0 0.0 0.0